Formula: C17H18I2N8O2Pb
Source: the Open Molecules 2025 dataset
Level of theory: ωB97M-V with the def2-TZVPD basis set

The value obtained for the HOMO-LUMO gap is 7.86 eV. Its charge is +4. For the HOMO energy, the calculation gives -0.745 Eh. The energy relative to the best compared isomer or geometry (same formula, charge and spin) comes out at 13.83 kcal per mole.

Structure (XYZ):
```
48
Properties=species:S:1:pos:R:3:forces:R:3:nbo_charge:R:1
Pb -1.583 0.636 -0.425 -0.1 0.0 -0.1 1.21
C -0.265 0.066 -4.832 0.0 -0.1 0.1 -0.19
C 0.345 -1.180 -4.830 -0.2 0.2 0.1 -0.07
C 0.404 -1.890 -3.638 -0.1 0.2 0.2 -0.18
C -0.128 -1.343 -2.473 0.1 0.1 -0.8 0.15
N -0.721 -0.129 -2.492 0.0 -0.3 0.3 -0.60
C -0.795 0.542 -3.646 0.0 0.1 -0.2 0.07
C -0.026 -2.052 -1.187 0.0 -0.4 0.5 0.20
C 0.169 -3.435 -1.158 -0.1 0.0 0.3 -0.17
C 0.273 -4.084 0.059 0.0 0.2 -0.1 -0.08
C 0.283 -3.321 1.220 -0.1 0.4 -0.1 -0.18
C 0.117 -1.942 1.125 0.0 -0.7 -0.3 0.14
N -0.108 -1.328 -0.051 0.3 0.0 -0.2 -0.56
C 0.319 -1.201 2.397 -0.5 -0.2 0.1 0.20
C -0.324 -1.609 3.562 0.2 0.2 -0.3 -0.19
C 0.092 -1.151 4.806 0.3 0.1 -0.1 -0.04
C 1.170 -0.268 4.873 -0.2 -0.1 -0.1 -0.19
C 1.772 0.143 3.705 0.4 0.1 0.4 0.09
N 1.333 -0.303 2.512 -0.5 0.8 0.3 0.00
H -0.331 0.660 -5.729 0.0 0.1 -0.1 0.28
H 0.760 -1.594 -5.738 0.1 0.0 0.0 0.28
H 0.883 -2.853 -3.632 0.1 -0.1 0.1 0.26
H -1.307 1.492 -3.616 0.0 0.1 0.0 0.22
H 0.207 -4.013 -2.066 0.0 0.0 -0.1 0.27
H 0.381 -5.158 0.111 0.0 -0.1 0.0 0.28
H 0.442 -3.789 2.179 0.1 -0.1 0.1 0.26
H -1.123 -2.333 3.485 0.0 0.0 -0.1 0.28
H -0.375 -1.524 5.709 -0.1 0.1 0.0 0.29
H 1.557 0.071 5.825 0.0 0.1 -0.1 0.30
H 2.651 0.772 3.711 0.0 0.1 -0.2 0.27
I -4.171 2.009 -1.989 -0.4 -0.3 -0.1 0.28
C -5.235 0.160 -1.698 0.2 0.1 0.0 -0.65
I -4.048 -1.229 -0.526 -0.5 0.0 -0.3 0.30
H -5.429 -0.293 -2.671 0.2 0.0 0.2 0.27
H -6.164 0.361 -1.161 0.3 0.0 0.1 0.27
N -0.584 3.427 0.253 0.0 0.0 0.1 -0.65
N 0.655 4.085 0.387 0.0 0.6 0.0 -0.37
C 1.758 3.501 0.826 0.4 -0.3 -0.6 0.65
N 2.895 4.144 0.920 0.1 0.2 0.1 -0.69
N 1.637 2.178 1.246 -1.1 0.2 1.2 -0.34
N 2.303 1.259 0.750 -0.7 0.7 0.3 0.62
O 2.074 -0.057 1.377 1.1 -1.4 -0.5 -0.21
O 3.043 1.175 -0.146 0.5 -0.5 -0.3 -0.19
H -1.061 3.845 -0.547 0.2 0.0 0.1 0.40
H -1.164 3.613 1.075 0.2 0.1 -0.1 0.40
H 0.686 5.084 0.174 0.0 -0.2 0.2 0.44
H 2.980 5.134 0.700 -0.1 -0.1 0.0 0.46
H 3.753 3.726 1.265 -0.2 -0.2 0.0 0.46
```
Forces are in eV/Å.

***

Formula: Cl2S2
Source: the Open Molecules 2025 dataset
Level of theory: ωB97M-V with the def2-TZVPD basis set

The value obtained for the HOMO-LUMO gap (spin up / spin down) is 4.59 / 4.57 eV. For the HOMO energy (spin up / spin down), the calculation gives -0.314 / -0.314 Eh. The energy relative to the best compared isomer or geometry (same formula, charge and spin) comes out at 87.86 kcal per mole.

Structure (XYZ):
```
4
Properties=species:S:1:pos:R:3:forces:R:3:nbo_charge:R:1
S -1.025 1.162 -1.482 1.4 -0.1 -0.5 0.09
S 1.997 -0.641 -0.106 -1.5 0.4 0.7 0.02
Cl -1.785 0.302 0.046 -0.5 -0.5 1.0 -0.02
Cl 0.813 -0.824 1.542 0.6 0.1 -1.2 -0.09
```
Forces are in eV/Å.

***

Formula: H10O5
Source: the Open Molecules 2025 dataset
Level of theory: ωB97M-V with the def2-TZVPD basis set

The value obtained for the HOMO-LUMO gap is 10.59 eV. For the HOMO energy, the calculation gives -0.381 Eh. The energy relative to the best compared isomer or geometry (same formula, charge and spin) comes out at 27.08 kcal per mole.

Structure (XYZ):
```
15
Properties=species:S:1:pos:R:3:forces:R:3:nbo_charge:R:1
O -2.419 -0.038 -0.386 1.1 -1.4 1.5 -0.94
H -3.035 0.262 0.265 -0.6 0.3 0.7 0.48
H -2.648 0.389 -1.165 -0.7 1.2 -2.3 0.48
O 0.176 -0.417 0.461 -0.7 0.5 0.6 -1.00
H 0.641 -0.691 -0.316 0.4 -0.8 -0.8 0.49
H -0.711 -0.169 0.132 0.1 -0.2 0.3 0.50
O 0.452 0.311 3.038 -0.2 0.0 -0.1 -0.96
H 0.611 0.050 2.115 0.1 0.0 0.2 0.49
H -0.510 0.265 3.069 0.1 0.1 0.3 0.45
O 0.720 2.029 -0.680 0.5 1.2 -0.1 -0.94
H 0.174 1.551 -1.275 -0.9 -0.3 -1.2 0.45
H 0.924 1.321 -0.087 0.4 -0.5 1.2 0.48
O 1.531 -1.507 -1.570 0.6 0.8 1.5 -0.95
H 2.431 -1.410 -1.225 -0.2 0.1 0.1 0.48
H 1.663 -1.947 -2.377 0.0 -0.9 -1.8 0.48
```
Forces are in eV/Å.

***

Formula: C37H28BBiF5N11OS2
Source: the Open Molecules 2025 dataset
Level of theory: ωB97M-V with the def2-TZVPD basis set

The value obtained for the HOMO-LUMO gap is 7.39 eV. For the HOMO energy, the calculation gives -0.287 Eh. The energy relative to the best compared isomer or geometry (same formula, charge and spin) comes out at 63.35 kcal per mole.

Structure (XYZ):
```
86
Properties=species:S:1:pos:R:3:forces:R:3:lowdin_charge:R:1
Bi -0.910 0.377 0.770 0.3 -0.4 -0.2 1.67
O -0.891 2.715 4.425 0.0 -1.1 -1.7 0.03
C -0.706 2.145 3.326 0.0 0.4 1.5 -0.48
N -1.359 1.060 2.850 0.0 0.9 0.7 -0.18
C -2.359 0.546 3.792 0.9 -0.6 -0.3 -0.16
C -3.162 -0.591 3.190 0.6 0.5 -0.7 -0.25
C -4.113 -1.266 3.926 -1.1 -0.6 0.1 -0.02
C -4.802 -2.356 3.381 1.4 1.3 -0.6 -0.03
C -4.499 -2.652 2.056 -0.4 -1.4 0.2 -0.06
C -3.543 -1.933 1.358 -0.3 0.2 -1.4 -0.13
N -2.882 -0.919 1.909 -0.2 0.1 0.8 -0.02
C 0.418 2.664 2.429 0.5 0.4 0.4 -0.18
C 1.461 3.422 3.119 -0.4 -0.2 1.6 0.01
C 2.699 3.902 2.967 0.6 1.2 -0.7 -0.02
C 3.611 4.156 1.860 1.1 0.3 -0.9 -0.14
C 1.482 2.913 0.425 -0.6 0.6 -0.3 -0.45
N 0.380 2.397 1.189 -0.5 -0.4 -0.5 0.06
H -2.983 1.348 4.177 -0.2 0.1 0.0 0.13
H -1.777 0.146 4.647 -0.5 0.2 -0.1 0.14
H -4.414 -0.918 4.896 0.3 0.1 0.4 0.12
H -5.512 -2.914 3.960 -0.2 -0.1 0.0 0.11
H -4.980 -3.541 1.646 0.2 0.4 -0.4 0.11
H -3.368 -2.079 0.247 -0.1 -0.1 1.6 0.12
H 1.200 3.569 4.155 -0.6 -0.2 0.1 0.10
H 3.107 4.386 3.862 -0.3 -0.4 0.0 0.12
H 4.576 4.636 2.130 -0.9 -0.4 -0.1 0.14
H 1.808 3.358 -1.508 0.7 -0.4 -1.1 0.08
C 3.061 -1.812 2.625 -1.5 0.1 -1.0 -0.06
C 1.696 -1.392 2.592 0.6 1.0 0.2 -0.16
N 1.516 -0.468 1.628 0.5 -0.8 0.5 -0.06
N 2.694 -0.370 0.963 -0.3 -0.3 0.4 -0.04
C 3.602 -1.214 1.496 0.4 0.2 0.5 -0.09
B 2.978 0.819 0.025 0.2 0.7 -0.8 -0.57
N 2.709 2.205 0.604 -0.1 0.3 0.2 0.09
C 3.734 3.220 0.668 1.0 -1.3 -0.4 -0.19
C 3.156 4.555 0.403 0.1 0.1 0.9 -0.10
C 1.683 4.398 0.224 0.1 -1.0 0.6 -0.15
N 1.121 3.564 -0.825 -0.1 -0.5 0.1 0.16
N 2.123 0.681 -1.273 1.3 0.9 -1.5 -0.05
C 2.607 1.068 -2.514 -1.8 -1.7 1.1 -0.06
C 1.539 0.977 -3.414 0.4 0.7 1.4 -0.05
C 0.434 0.709 -2.587 2.1 -0.3 0.1 -0.17
N 0.814 0.511 -1.320 -0.9 0.0 -0.4 -0.05
H 3.539 -2.470 3.319 0.1 -0.3 0.0 0.08
H 0.863 -1.610 3.268 0.5 0.0 -0.3 0.10
H 4.595 -1.353 1.059 -0.5 0.4 0.3 0.13
H 4.147 0.803 -0.319 -0.2 -0.3 0.1 0.12
H 4.756 2.859 0.340 -1.3 0.7 0.4 0.16
H 3.713 5.357 -0.031 0.2 0.3 -0.3 0.13
H 0.973 5.137 0.536 0.0 0.3 0.6 0.14
H 3.651 1.221 -2.566 0.7 0.2 -0.5 0.10
H 1.526 1.190 -4.457 0.1 0.1 -0.4 0.08
H -0.546 0.604 -2.903 -1.8 -0.2 -0.3 0.06
F -8.016 2.659 1.150 -1.3 0.1 0.3 0.14
C -6.857 2.249 0.697 0.4 0.5 -0.6 -0.16
C -5.732 2.683 1.386 -0.2 0.4 0.3 -0.14
F -5.832 3.469 2.472 -0.4 -0.4 -0.1 0.12
C -4.481 2.388 0.934 0.6 -0.9 0.0 -0.25
F -3.432 2.708 1.691 0.1 0.4 0.0 0.09
C -4.297 1.635 -0.210 -0.2 -0.1 -0.8 -0.53
S -2.745 1.256 -0.932 0.2 0.1 -0.1 0.54
C -5.447 1.289 -0.933 -0.5 0.1 -0.1 -0.25
F -5.328 0.659 -2.103 0.1 -0.2 -0.1 0.07
C -6.747 1.599 -0.534 1.0 -0.1 0.8 -0.13
F -7.808 1.253 -1.274 0.3 0.2 0.4 0.12
S 0.852 -5.230 -3.798 0.7 -1.1 -0.8 1.05
C 0.403 -4.092 -2.578 0.7 -0.3 1.2 -0.57
C 1.182 -3.805 -1.463 -1.6 1.4 0.2 -0.03
C 0.651 -2.857 -0.560 0.8 -1.1 -0.7 -0.11
N -0.551 -2.315 -0.683 0.4 0.6 0.8 0.02
C -1.274 -2.669 -1.716 -1.7 0.9 -0.1 -0.17
C -0.858 -3.575 -2.638 -0.6 0.0 -1.9 -0.10
C 2.382 -4.588 -4.419 0.2 -0.2 -1.3 -0.49
C 2.707 -3.258 -4.327 1.2 0.4 -0.3 -0.08
C 3.811 -2.754 -5.008 1.0 -0.2 -0.7 -0.12
N 4.581 -3.493 -5.823 0.1 0.4 0.5 0.05
C 4.294 -4.785 -5.888 0.0 0.5 -0.1 -0.16
C 3.215 -5.343 -5.265 -0.6 0.2 1.1 -0.09
H 2.124 -4.252 -1.321 1.0 -0.3 0.2 0.11
H 1.242 -2.526 0.267 0.3 0.0 0.5 0.07
H -2.235 -2.129 -1.847 0.5 -0.5 0.1 0.11
H -1.431 -3.787 -3.539 -0.2 0.1 0.3 0.11
H 2.178 -2.609 -3.703 -0.9 1.0 0.8 0.08
H 4.206 -1.727 -4.930 -0.9 -0.4 0.2 0.11
H 4.958 -5.437 -6.435 0.1 0.1 -0.3 0.11
H 3.118 -6.375 -5.398 -0.6 -1.5 0.0 0.09
```
Forces are in eV/Å.

***

Formula: C11H13BBrNTb
Source: the Open Molecules 2025 dataset
Level of theory: ωB97M-V with the def2-TZVPD basis set

Its expectation value of S² is 12.695. The value obtained for the HOMO-LUMO gap (spin up / spin down) is 7.65 / 7.76 eV. Its charge is -1. The multiplicity is 7. For the HOMO energy (spin up / spin down), the calculation gives -0.181 / -0.185 Eh.

Structure (XYZ):
```
28
Properties=species:S:1:pos:R:3:forces:R:3:lowdin_charge:R:1
C -1.781 -0.743 -1.768 -0.7 0.3 0.5 -0.31
C -1.573 -1.216 -0.435 -0.7 0.5 0.4 -0.28
C -1.794 -0.125 0.469 -0.5 -0.2 -0.9 -0.18
H -1.277 -2.224 -0.156 -0.1 0.2 0.0 0.08
C -2.160 1.022 -0.306 0.3 -0.7 -0.1 -0.15
C -2.112 0.649 -1.681 -0.2 -0.4 0.3 -0.22
H -2.402 1.290 -2.512 0.2 -0.2 0.2 0.09
H -1.743 -1.344 -2.671 0.0 0.2 0.2 0.09
H -1.793 -0.182 1.561 0.3 0.1 -0.5 0.10
H -2.534 1.985 0.083 0.6 -0.6 -0.3 0.10
Tb 0.541 -0.048 -1.253 -0.8 1.0 0.3 1.30
Br 1.754 -2.406 -0.884 0.1 -0.9 0.9 -0.01
C 2.166 0.658 -3.093 -0.2 -0.4 -0.7 -0.29
C 1.095 1.463 -3.613 0.0 -0.7 -0.4 -0.20
C 0.132 0.586 -4.208 1.0 0.1 0.4 -0.18
H 1.120 2.545 -3.759 -0.1 -0.4 0.4 0.09
C 0.556 -0.753 -3.993 0.8 0.6 -0.2 -0.21
C 1.828 -0.714 -3.345 0.5 0.6 -1.1 -0.39
H 2.464 -1.576 -3.151 -0.4 0.6 -0.1 0.02
H 3.099 1.027 -2.656 -0.4 -0.2 -0.2 0.10
H -0.677 0.896 -4.870 0.0 -0.1 0.6 0.10
H 0.067 -1.648 -4.386 0.2 0.3 0.3 0.10
B 0.773 0.055 3.631 0.0 -0.1 1.1 -0.45
C 1.003 0.291 2.138 -0.2 1.0 -3.0 -0.23
N 1.076 0.519 0.984 0.3 -0.3 2.1 -0.05
H -0.259 0.583 4.022 0.1 0.0 -0.4 0.00
H 1.705 0.558 4.223 0.1 -0.1 0.0 0.00
H 0.723 -1.147 3.775 0.1 -0.1 0.1 0.01
```
Forces are in eV/Å.

***

Formula: C19H26N4O2S
Source: the Open Molecules 2025 dataset
Level of theory: ωB97M-V with the def2-TZVPD basis set

The value obtained for the HOMO-LUMO gap is 8.32 eV. For the HOMO energy, the calculation gives -0.313 Eh. The energy relative to the best compared isomer or geometry (same formula, charge and spin) comes out at 35.90 kcal per mole.

Structure (XYZ):
```
52
Properties=species:S:1:pos:R:3:forces:R:3:nbo_charge:R:1
H 0.713 0.790 -4.432 0.0 -0.2 0.3 0.33
N 1.010 1.389 -3.666 -0.3 -0.1 -0.7 -0.71
C 1.612 0.802 -2.697 -1.1 0.9 -2.4 0.39
N 1.971 1.671 -1.727 0.9 -0.4 1.8 -0.81
C 1.887 -0.626 -2.664 0.6 -1.3 0.9 -0.26
C 2.353 -1.339 -1.583 -0.2 -1.0 -0.9 -0.21
C 2.485 -2.763 -1.864 -0.3 1.2 -0.3 -0.25
C 2.124 -3.099 -3.151 0.1 0.6 0.7 -0.20
C 2.134 -4.456 -3.727 -0.1 -0.3 -0.5 0.01
C 2.087 -5.599 -2.908 0.0 -0.2 -0.4 -0.22
C 2.086 -6.882 -3.467 0.1 0.5 -0.2 -0.20
C 2.137 -7.043 -4.854 0.0 0.3 0.1 -0.21
C 2.183 -5.918 -5.681 0.0 0.2 0.5 -0.20
C 2.177 -4.636 -5.121 0.0 -0.5 0.1 -0.22
S 1.618 -1.672 -4.053 0.3 -0.2 1.1 0.43
H 1.885 2.636 -2.028 0.2 -0.3 0.2 0.41
H 2.753 1.399 -1.145 -0.1 0.4 0.0 0.38
H 2.575 -0.899 -0.614 -0.1 -0.1 -0.2 0.22
H 2.837 -3.479 -1.129 0.0 0.1 -0.2 0.23
H 2.037 -5.501 -1.829 0.0 0.1 -0.1 0.21
H 2.048 -7.756 -2.823 0.0 0.1 0.0 0.22
H 2.143 -8.038 -5.288 0.0 0.1 0.1 0.22
H 2.222 -6.039 -6.760 0.0 0.0 0.1 0.22
H 2.218 -3.778 -5.783 0.0 0.0 0.1 0.22
C -4.145 3.090 2.034 0.3 0.1 0.4 -0.41
N -3.434 4.156 2.738 -1.0 -0.6 -0.9 -0.61
C -2.181 4.176 3.213 0.7 0.7 0.9 0.68
O -1.762 5.221 3.693 0.4 -0.4 -0.1 -0.63
C -1.253 2.943 3.181 -0.3 -0.3 -0.2 -0.13
N -1.926 1.663 3.489 0.7 0.7 -1.4 -0.62
C -2.503 1.382 4.657 -0.7 0.0 1.7 0.67
C -3.118 0.008 4.792 0.0 0.1 0.0 -0.71
O -2.558 2.168 5.590 0.2 0.2 -0.3 -0.62
C -0.492 2.840 1.839 0.6 -0.1 0.0 -0.21
C 0.144 4.159 1.382 -0.6 0.0 0.2 -0.60
C 0.638 1.804 1.945 -0.5 0.0 0.0 -0.61
H -5.007 3.511 1.512 0.2 0.0 0.0 0.21
H -4.501 2.346 2.748 -0.1 -0.1 -0.2 0.19
H -3.495 2.614 1.299 -0.1 0.0 0.0 0.19
H -3.928 5.023 2.882 0.1 0.0 0.0 0.41
H -0.512 3.122 3.961 -0.1 0.2 0.1 0.24
H -1.923 0.947 2.783 0.0 0.0 -0.1 0.39
H -3.865 -0.135 4.014 0.0 -0.2 -0.1 0.22
H -2.337 -0.745 4.709 -0.1 -0.2 -0.1 0.22
H -3.591 -0.068 5.770 0.1 0.1 -0.2 0.25
H -1.184 2.512 1.062 -0.2 -0.1 -0.1 0.19
H 0.794 4.551 2.165 0.0 0.1 0.0 0.22
H -0.628 4.896 1.160 0.1 0.2 0.1 0.22
H 0.727 3.999 0.475 0.0 -0.1 0.0 0.21
H 0.237 0.823 2.198 0.2 -0.2 0.1 0.20
H 1.349 2.108 2.714 0.0 0.0 0.0 0.21
H 1.156 1.724 0.990 0.0 0.0 0.0 0.22
```
Forces are in eV/Å.

***

- What is the formula in the second record?
  Cl2S2

***

- Which formula does entry 6 have?
  C19H26N4O2S

***

- Which formula does entry 3 have?
  H10O5